{
  "formula": "CH3N3O2Si",
  "method": "wB97M-V/def2-TZVPD",
  "energy_ev": -17524.6585,
  "largest_force_ha_per_bohr": 0.0998,
  "homo_ev": -10.519,
  "lumo_ha": -0.025,
  "de_lowest_kcal_mol": 45.2,
  "gap_ev": 9.825,
  "elements": ["C", "N", "N", "N", "O", "O", "Si", "H", "H", "H"],
  "coordinates": [[0.83334, -0.76805, 1.62469], [1.20008, -1.38780, 2.51172], [-1.11898, -0.84911, -0.85257], [1.07083, 0.98528, -0.71295], [1.34961, 2.05784, -0.24440], [1.26818, 0.70678, -1.87126], [-0.10802, -0.02833, 0.20136], [-1.83026, -0.34191, -1.46286], [-1.56725, -1.71643, -0.51939], [-1.09753, 1.34172, 1.32566]],
  "atomic_forces_ev_per_a": [[-0.87, -0.22, -1.75], [0.48, -0.36, 0.86], [-1.69, -0.71, -0.64], [-0.59, 0.91, -0.91], [0.69, 0.74, 1.13], [0.46, -0.94, -1.04], [-2.32, 2.95, 3.50], [1.67, -0.70, 1.22], [0.51, 0.59, -0.30], [1.67, -2.26, -2.09]],
  "lowdin_charge": [-0.2983, 0.0967, -0.0786, -0.5081, 0.0126, 0.0279, 0.5340, 0.0969, 0.0575, 0.0595]
}